{
  "formula": "C19H21ClIN3O4Sr",
  "method": "wB97M-V/def2-TZVPD",
  "relative_energy_ev": 0.365,
  "gap_ev": 7.44,
  "total_charge": 0,
  "homo_energy_ev": -7.4,
  "species": ["Sr", "Cl", "C", "C", "C", "I", "C", "O", "C", "N", "C", "C", "C", "C", "H", "H", "H", "H", "C", "C", "C", "O", "C", "O", "O", "H", "H", "H", "H", "H", "H", "H", "N", "C", "N", "C", "C", "C", "C", "C", "H", "H", "H", "H", "H", "H", "H", "H", "H", "H"],
  "xyz": [[0.295814, -0.882644, -2.125242], [-2.570935, 5.702901, -2.206689], [-1.560863, 4.313738, -2.502933], [-0.219518, 4.479365, -2.654757], [0.616593, 3.377008, -2.902558], [2.649450, 3.710902, -3.084202], [0.144598, 2.073969, -3.019449], [0.915570, 1.075190, -3.262394], [-1.297844, 1.903118, -2.812366], [-1.819540, 0.634310, -2.851643], [-3.109214, 0.470578, -2.704531], [-4.016233, 1.523207, -2.495381], [-3.522545, 2.791594, -2.422313], [-2.136499, 3.018293, -2.576059], [0.210714, 5.469047, -2.586735], [-3.477570, -0.550139, -2.745405], [-5.070899, 1.313588, -2.389411], [-4.177194, 3.634601, -2.251820], [3.837201, -1.589913, -2.817277], [3.355686, -1.778825, -1.389085], [4.511161, -1.885288, -0.418669], [2.550312, -0.608974, -1.020587], [2.406432, -3.025557, -1.297434], [2.741282, -3.945535, -0.568372], [1.362551, -2.960961, -2.033831], [4.535772, -0.749872, -2.872492], [3.027254, -1.397243, -3.522502], [4.363315, -2.484151, -3.154572], [5.164034, -1.013163, -0.508501], [5.091509, -2.783098, -0.623709], [4.144708, -1.957939, 0.603136], [3.013200, 0.186017, -1.320069], [-0.756657, -0.657421, 0.259347], [-0.745872, -0.819402, 1.405874], [-0.744554, -0.981244, 2.699672], [-0.218714, 0.057408, 3.597242], [-0.812249, -0.154208, 4.990882], [-2.240468, -0.672799, 4.875601], [-2.250344, -2.092879, 4.292883], [-1.106321, -2.279089, 3.289629], [-0.519367, 1.024341, 3.192212], [0.873462, 0.016313, 3.613964], [-0.769338, 0.789084, 5.535338], [-0.201934, -0.863680, 5.555637], [-2.808764, -0.001827, 4.225915], [-2.739270, -0.661750, 5.844398], [-3.210383, -2.297982, 3.818360], [-2.129300, -2.826609, 5.092128], [-1.362865, -2.954383, 2.476580], [-0.215376, -2.687981, 3.772212]],
  "forces_ev_per_a": [[-0.35, -0.02, 0.05], [0.01, 0.00, 0.00], [-0.12, -0.17, -0.01], [0.17, -0.08, -0.04], [-0.35, 0.32, 0.08], [0.23, -0.06, -0.03], [-0.15, -0.13, 0.03], [-0.13, -0.11, 0.03], [-0.05, 0.03, -0.07], [0.51, 0.33, -0.05], [-0.17, -0.16, 0.03], [0.12, -0.02, -0.03], [-0.01, -0.05, -0.01], [-0.03, 0.27, 0.02], [-0.01, 0.01, 0.00], [0.02, 0.00, 0.01], [-0.01, 0.01, 0.00], [0.00, 0.01, 0.00], [0.22, -0.05, -0.14], [0.02, 0.07, 0.06], [0.07, -0.04, 0.01], [-0.09, -0.16, -0.12], [0.31, -0.05, 0.13], [-0.02, -0.02, 0.01], [-0.09, 0.14, -0.05], [0.00, 0.00, 0.01], [-0.07, -0.05, 0.11], [0.01, 0.01, 0.01], [-0.02, 0.02, 0.00], [0.00, 0.01, -0.01], [-0.03, 0.00, -0.01], [-0.01, -0.03, 0.01], [-0.04, -0.03, -0.03], [0.10, 0.11, -0.09], [-0.12, -0.19, 0.08], [0.02, 0.02, -0.05], [0.08, 0.03, 0.03], [-0.06, 0.01, 0.01], [-0.01, -0.04, 0.01], [0.11, 0.06, -0.03], [-0.01, 0.00, 0.02], [-0.01, 0.02, 0.01], [-0.01, 0.00, -0.02], [-0.02, -0.02, -0.01], [0.01, 0.00, 0.00], [0.02, -0.01, 0.01], [0.00, 0.02, -0.02], [0.00, 0.00, 0.00], [-0.05, -0.02, 0.04], [-0.02, 0.01, 0.02]],
  "nbo_charge": [1.86, -0.02, -0.07, -0.21, -0.30, 0.14, 0.40, -0.89, 0.07, -0.51, 0.06, -0.27, -0.12, -0.11, 0.24, 0.19, 0.22, 0.23, -0.63, 0.14, -0.62, -0.80, 0.75, -0.66, -0.91, 0.20, 0.21, 0.23, 0.19, 0.23, 0.23, 0.49, -0.57, 0.55, -0.47, -0.19, -0.42, -0.40, -0.41, -0.20, 0.21, 0.20, 0.23, 0.21, 0.20, 0.22, 0.22, 0.21, 0.23, 0.20]
}